108
Properties=species:S:1:pos:R:3:forces:R:3 method="wB97M-V/def2-TZVPD" orbital_gap_ha="0.271 / 0.218" total_energy_ha=-4113.39814 lumo_ev="-2.942 / -4.786" largest_force_ha_per_bohr=0.028 s_squared=6.073 multiplicity=5 total_charge=+1
Ru -0.336 1.364 -0.557 0.5 -0.3 -0.3
O -1.708 5.246 -0.657 0.0 0.0 -0.1
S -1.284 3.891 -0.610 -0.6 1.3 0.4
O -2.064 2.902 -1.345 0.2 -0.4 0.1
O -1.496 3.347 0.918 -0.1 0.2 -0.3
O 0.154 3.668 -0.802 0.1 -0.3 -0.1
C -0.042 -3.702 5.347 0.2 0.0 -0.2
S 1.603 -3.868 4.609 0.0 0.1 0.1
C 1.691 -2.278 3.736 -0.1 -0.3 0.0
C 0.950 -2.290 2.406 0.1 0.3 0.2
C 1.105 -0.988 1.610 -0.1 -0.3 0.1
N 0.240 0.107 2.144 0.1 0.3 -0.4
P 0.942 1.704 1.714 -0.2 -0.5 0.9
C 2.566 1.652 2.537 0.1 0.1 -0.5
C 3.643 2.184 1.828 -0.1 0.0 0.0
C 4.910 2.207 2.392 0.0 0.0 0.0
C 5.109 1.679 3.658 0.0 0.0 0.0
C 4.040 1.145 4.366 0.0 0.0 0.1
C 2.770 1.139 3.814 0.0 -0.1 0.0
C 0.017 2.910 2.718 -0.1 0.1 -0.3
C -0.074 2.917 4.084 0.1 -0.2 -0.1
C -0.805 3.891 4.770 -0.1 0.0 0.1
C -1.495 4.906 4.063 -0.1 0.1 0.0
C -1.443 4.974 2.716 0.0 -0.2 -0.1
C -0.646 3.998 1.917 0.2 0.1 0.2
P -1.323 0.251 1.350 0.2 -0.8 0.7
C -2.311 0.839 2.768 -0.2 0.2 -0.3
C -3.325 1.784 2.651 0.1 0.0 -0.1
C -4.080 2.128 3.763 -0.1 0.0 0.0
C -3.835 1.523 4.985 0.0 0.0 0.0
C -2.838 0.561 5.098 0.0 0.0 0.0
C -2.081 0.215 3.994 0.1 0.0 -0.1
C -2.133 -1.357 1.042 -0.1 0.2 -0.1
C -3.530 -1.285 1.066 0.1 0.0 0.1
C -4.302 -2.368 0.678 0.0 -0.1 0.0
C -3.691 -3.542 0.264 0.0 0.0 0.0
C -2.307 -3.619 0.232 0.1 -0.1 0.0
C -1.530 -2.532 0.596 0.0 0.0 -0.1
H -0.195 -4.566 5.988 0.0 0.0 0.0
H -0.810 -3.685 4.575 -0.1 0.0 0.1
H -0.083 -2.795 5.949 -0.1 0.0 0.0
H 2.753 -2.086 3.580 0.0 0.1 0.0
H 1.292 -1.520 4.408 0.0 0.2 0.0
H -0.111 -2.482 2.577 0.1 -0.1 0.1
H 1.351 -3.109 1.805 -0.1 0.0 0.0
H 0.891 -1.174 0.549 0.1 0.1 0.0
H 2.148 -0.669 1.663 0.0 0.1 0.0
H 3.478 2.586 0.835 0.1 0.0 0.0
H 5.737 2.634 1.840 0.0 0.0 0.0
H 6.100 1.682 4.093 0.0 0.0 0.0
H 4.198 0.728 5.352 0.0 0.0 0.0
H 1.943 0.723 4.369 0.0 -0.1 0.0
H 0.400 2.135 4.659 0.0 0.0 0.0
H -0.861 3.858 5.849 0.0 0.0 0.0
H -2.074 5.635 4.615 0.0 0.0 0.0
H -1.957 5.737 2.146 0.0 0.0 0.1
H 0.115 4.560 1.357 0.0 -0.1 0.0
H -3.517 2.255 1.697 0.0 0.0 0.0
H -4.864 2.869 3.672 0.0 0.0 0.0
H -4.427 1.790 5.851 0.0 0.0 0.0
H -2.656 0.076 6.048 0.0 0.0 0.0
H -1.306 -0.537 4.069 0.0 0.0 0.1
H -4.018 -0.377 1.392 -0.1 0.0 0.0
H -5.381 -2.293 0.707 0.0 0.0 0.0
H -4.291 -4.388 -0.045 0.0 0.0 0.0
H -1.824 -4.533 -0.089 0.0 0.0 0.0
H -0.457 -2.617 0.524 -0.2 0.0 -0.1
N -4.881 -4.963 -6.529 0.0 0.0 0.0
C -4.258 -4.335 -5.795 -0.1 -0.2 -0.2
C -3.486 -3.546 -4.884 0.2 0.2 0.3
C -2.101 -3.466 -5.024 0.0 -0.1 -0.1
C -1.362 -2.681 -4.161 0.0 0.1 0.1
C -1.996 -1.970 -3.138 -0.3 -0.2 -0.1
C -3.387 -2.070 -2.990 0.1 0.0 0.0
C -4.125 -2.845 -3.859 -0.1 -0.1 -0.1
C -1.290 -1.105 -2.255 0.3 0.1 0.0
C -0.772 -0.306 -1.494 -0.4 0.4 0.1
H -1.609 -4.013 -5.817 0.0 0.0 0.0
H -0.289 -2.617 -4.279 0.0 0.0 0.0
H -3.866 -1.521 -2.192 0.0 0.0 0.0
H -5.200 -2.915 -3.759 0.0 0.0 0.0
C -0.364 1.893 -4.047 0.0 0.0 0.0
C 0.931 1.725 -3.340 0.1 -0.1 0.0
N 1.119 1.483 -2.051 0.0 0.0 -0.3
C 2.477 1.385 -1.836 0.1 0.1 0.0
C 3.119 1.586 -3.009 0.1 0.0 0.1
N 2.136 1.802 -3.950 0.0 -0.2 0.0
C 2.363 1.797 -5.387 0.1 0.0 -0.2
N 3.157 0.655 -5.760 -0.2 -0.1 0.3
N 4.275 0.823 -6.514 0.0 0.1 0.1
N 4.887 -0.283 -6.614 0.2 -0.1 -0.2
C 4.205 -1.244 -5.899 -0.4 0.2 0.3
C 4.502 -2.586 -5.663 0.0 0.0 0.0
C 3.651 -3.281 -4.834 0.1 -0.1 -0.1
C 2.527 -2.668 -4.255 -0.1 0.1 0.0
C 2.205 -1.349 -4.493 -0.2 0.0 0.1
C 3.072 -0.643 -5.328 0.4 -0.1 -0.3
H -1.168 1.999 -3.329 -0.1 0.0 0.1
H -0.588 1.028 -4.677 0.0 0.0 0.0
H -0.344 2.788 -4.669 0.0 0.0 0.0
H 2.889 1.177 -0.864 0.0 0.0 0.0
H 4.165 1.583 -3.261 0.0 0.0 0.0
H 2.914 2.680 -5.705 0.0 0.0 0.0
H 1.396 1.778 -5.887 0.0 0.0 0.1
H 5.378 -3.038 -6.107 0.0 0.0 0.0
H 3.850 -4.322 -4.619 0.0 0.0 0.0
H 1.903 -3.254 -3.590 0.0 0.0 0.0
H 1.328 -0.903 -4.039 0.0 0.1 0.0


117
Properties=species:S:1:pos:R:3:forces:R:3 method="wB97M-V/def2-TZVPD" orbital_gap_ha=0.240 total_energy_ha=-6145.45048 lumo_ev=-3.447 largest_force_ha_per_bohr=0.021 multiplicity=1 total_charge=+1
W 1.658 -0.903 -0.443 0.2 -0.8 0.8
F -4.025 2.885 0.717 0.0 0.0 0.0
C -3.166 2.434 1.654 0.0 0.0 0.0
C -2.174 1.573 1.287 0.0 0.0 0.1
C -1.322 1.047 2.261 -0.1 0.1 0.0
C -0.221 0.186 1.872 0.2 0.0 0.1
O 0.057 0.085 0.651 0.0 0.0 0.0
C 0.459 -0.465 2.921 0.0 0.0 -0.1
C 0.209 -0.116 4.212 0.0 0.0 -0.1
N -0.716 0.792 4.578 0.0 -0.1 0.0
C -0.839 1.168 5.969 0.0 0.0 0.1
C -0.781 0.095 7.012 0.0 0.1 0.0
C -2.082 0.780 6.721 0.0 0.0 0.0
C -1.516 1.380 3.609 0.0 0.0 -0.1
C -2.491 2.326 3.946 0.0 0.0 0.0
C -3.320 2.868 2.979 0.1 -0.1 0.1
N -4.273 3.841 3.361 0.0 0.0 0.0
C -4.776 4.811 2.400 0.0 0.0 0.0
C -5.451 5.948 3.187 0.0 0.0 0.0
N -4.915 5.924 4.587 0.0 0.0 0.0
C -5.396 4.701 5.322 0.0 0.0 0.0
C -5.271 3.506 4.360 0.0 0.0 0.0
C 1.410 -1.574 2.639 0.0 0.0 0.0
O 1.880 -2.221 3.546 0.1 0.0 0.0
O 1.604 -1.847 1.375 -0.2 0.1 0.1
H -2.048 1.283 0.253 0.0 0.0 0.0
H 0.784 -0.582 5.001 0.0 0.0 0.0
H -0.372 2.119 6.194 0.0 0.0 0.0
H -0.259 0.330 7.927 0.0 0.0 0.0
H -0.681 -0.928 6.678 0.0 0.0 0.0
H -2.473 1.481 7.447 0.0 0.0 0.0
H -2.820 0.207 6.177 0.0 0.0 0.0
H -2.585 2.657 4.970 0.0 0.0 0.0
H -5.508 4.398 1.701 0.0 0.0 0.0
H -3.939 5.196 1.818 0.0 0.0 0.0
H -6.529 5.814 3.270 0.0 0.0 0.0
H -5.253 6.924 2.752 0.0 0.0 0.0
H -5.163 6.772 5.096 0.0 0.0 0.0
H -3.895 5.871 4.529 0.0 0.0 0.0
H -6.423 4.887 5.629 0.0 0.0 0.0
H -4.770 4.594 6.206 0.0 0.0 0.0
H -6.241 3.287 3.896 0.0 0.0 0.0
H -4.970 2.621 4.913 0.0 0.0 0.0
N 4.979 -0.678 0.780 0.1 0.0 0.0
C 4.075 0.255 1.222 -0.1 0.1 0.0
N 4.366 1.175 2.121 0.3 -0.1 -0.1
N 3.236 1.873 2.287 -0.1 0.0 0.1
N 2.301 1.427 1.543 -0.1 0.0 0.0
N 2.799 0.386 0.812 0.2 -0.2 0.1
C 4.591 -1.896 0.270 -0.1 -0.1 0.0
N 5.326 -2.993 0.254 0.2 0.2 0.1
N 4.533 -3.931 -0.276 -0.1 -0.1 0.0
N 3.382 -3.443 -0.566 -0.2 -0.1 0.0
N 3.392 -2.131 -0.245 0.1 0.4 -0.1
H 5.868 -0.671 1.258 0.0 0.0 0.0
O 0.728 -2.888 -0.658 0.0 0.2 0.2
C -0.441 -3.095 -1.459 -0.2 0.0 0.0
C -0.794 -1.688 -1.996 0.1 -0.2 -0.3
O -1.714 -1.519 -2.752 0.0 0.1 0.1
O -0.028 -0.711 -1.565 -0.2 0.3 -0.2
C -0.196 -4.049 -2.614 0.0 0.0 0.0
C -1.295 -4.450 -3.371 0.0 0.0 0.0
C -1.127 -5.308 -4.444 0.0 0.0 0.0
C 0.136 -5.785 -4.767 0.0 0.0 0.0
C 1.229 -5.394 -4.012 0.0 0.0 0.0
C 1.069 -4.521 -2.942 0.0 0.0 0.1
C -1.534 -3.576 -0.509 0.0 0.0 0.1
C -1.539 -4.909 -0.110 0.0 0.0 0.0
C -2.440 -5.352 0.843 0.0 0.0 0.0
C -3.350 -4.467 1.406 0.0 0.0 0.0
C -3.351 -3.139 1.010 0.0 0.0 0.0
C -2.445 -2.692 0.059 0.0 0.0 0.0
H 1.435 -3.579 -0.675 -0.1 0.1 0.0
H -2.280 -4.081 -3.119 0.0 0.0 0.0
H -1.987 -5.609 -5.028 0.0 0.0 0.0
H 0.265 -6.462 -5.601 0.0 0.0 0.0
H 2.217 -5.767 -4.248 0.0 0.0 0.0
H 1.947 -4.221 -2.384 0.0 0.0 0.0
H -0.835 -5.603 -0.552 0.0 0.0 0.0
H -2.434 -6.391 1.145 0.0 0.0 0.0
H -4.058 -4.816 2.146 0.0 0.0 0.0
H -4.068 -2.447 1.435 0.0 0.0 0.0
H -2.468 -1.656 -0.254 0.0 0.0 0.0
C 3.033 2.707 -1.021 -0.1 0.0 0.0
Si 1.546 1.644 -1.480 -0.1 0.2 -0.2
C 0.033 2.598 -0.904 0.1 -0.1 -0.1
C 1.457 1.546 -3.389 0.1 0.2 0.1
C 0.889 0.561 -4.203 -0.1 -0.1 0.2
C 0.925 0.642 -5.587 0.0 0.0 0.0
C 1.519 1.724 -6.217 0.0 0.0 0.0
C 2.061 2.735 -5.439 0.0 0.0 0.0
C 2.029 2.641 -4.055 0.1 0.0 0.0
H 3.070 3.580 -1.672 0.0 0.0 0.0
H 3.984 2.187 -1.110 0.0 0.0 0.0
H 2.932 3.084 -0.004 0.0 0.0 -0.1
H 0.176 3.614 -1.287 0.0 0.0 0.0
H -0.040 2.655 0.181 0.0 0.0 0.0
H -0.883 2.206 -1.346 0.0 -0.1 0.0
H 0.400 -0.292 -3.765 0.0 0.0 0.0
H 0.477 -0.152 -6.172 0.0 0.0 0.0
H 1.550 1.783 -7.297 0.0 0.0 0.0
H 2.518 3.598 -5.906 0.0 0.0 0.0
H 2.473 3.455 -3.500 0.0 0.0 0.0
Br 6.039 -1.077 -7.922 0.0 0.0 0.0
C 5.125 -1.041 -6.272 0.0 0.0 0.0
C 4.190 -2.030 -5.997 0.0 0.0 0.0
C 3.513 -1.997 -4.794 0.0 0.0 0.0
C 3.786 -0.982 -3.879 0.0 0.0 0.0
C 4.728 0.003 -4.164 0.0 0.0 0.0
C 5.403 -0.025 -5.369 0.0 0.0 0.0
C 3.035 -0.921 -2.637 0.0 0.1 0.0
O 2.062 -1.689 -2.372 0.2 0.0 -0.4
O 3.271 -0.080 -1.709 0.0 0.2 -0.1
H 3.994 -2.808 -6.720 0.0 0.0 0.0
H 2.768 -2.747 -4.560 0.0 0.0 0.0
H 4.917 0.790 -3.446 0.0 0.0 0.0
H 6.134 0.733 -5.612 0.0 0.0 0.0


We obtain ΔE to the lowest compared entry with this formula, charge and spin values of 1.839, 0.332 eV for the records listed above, in that order.